# 1
The following is a DFT calculation (wB97M-V/def2-TZVPD) of a single C4H11NS2 molecule.

Values from the calculation:
HOMO-LUMO gap   9.096 eV

XYZ file:
```
18
Properties=species:S:1:pos:R:3:forces:R:3
N 3.043 -0.127 0.833 -0.39 -0.08 -0.74
C 2.020 0.603 0.020 1.77 2.14 1.99
C 1.191 -0.118 -0.955 1.74 -1.96 -0.63
S 0.608 -1.684 -0.257 -1.61 1.28 1.24
S -0.600 -0.646 1.243 -0.27 -1.04 -1.28
C -1.857 -0.002 -0.029 0.16 -0.66 2.01
C -3.300 0.003 0.393 -1.00 0.15 -0.60
H 2.930 -1.130 0.688 0.17 0.24 0.20
H 4.002 0.146 0.576 -0.85 -0.27 0.04
H 2.596 1.345 -0.522 -0.02 0.35 -0.40
H 1.389 1.236 0.692 0.27 -0.80 -0.27
H 1.868 -0.480 -1.753 -0.44 0.29 -0.07
H 0.472 0.566 -1.342 -0.89 -0.01 -0.45
H -1.708 -0.730 -0.784 0.12 -0.13 -1.15
H -1.522 0.978 -0.211 0.43 1.09 -0.91
H -3.609 0.778 1.080 0.43 0.15 0.57
H -3.973 0.227 -0.477 0.71 -0.52 0.38
H -3.551 -0.964 0.805 -0.35 -0.21 0.09
```
Positions in Å, forces in eV/Å.

For each atom in turn, the natural (NBO) charge in e is: -0.849 -0.242 -0.547 0.091 0.035 -0.479 -0.628 0.364 0.360 0.188 0.191 0.217 0.224 0.226 0.202 0.212 0.216 0.218



# 2
The following is a DFT calculation (wB97M-V/def2-TZVPD) of 2 unconnected molecules or ions with the total composition C4H11NSi.

Values from the calculation:
HOMO-LUMO gap (spin up / spin down)   6.845 / 7.998 eV
Spin multiplicity   3

XYZ file:
```
17
Properties=species:S:1:pos:R:3:forces:R:3
C -2.687 1.076 0.364 -2.30 1.70 -1.11
C -1.892 0.074 0.540 2.78 -2.61 1.15
C 2.129 1.263 -0.439 2.07 -0.91 2.08
C 0.503 -2.166 0.445 -0.22 1.39 -0.70
N 0.896 0.908 0.212 -1.05 3.03 -0.15
Si -0.147 -0.430 -0.156 -1.13 0.10 0.63
H -3.479 1.437 1.029 0.18 -0.71 0.08
H -2.803 1.500 -0.615 0.72 0.98 -0.37
H -2.102 -0.572 1.383 0.05 0.10 0.74
H 2.782 1.912 0.218 -0.99 -0.13 -0.77
H 2.726 0.386 -0.474 0.78 -1.03 -0.43
H 2.046 1.626 -1.423 -0.23 0.79 -1.24
H -0.278 -2.851 0.272 -1.54 -0.74 -0.16
H 1.170 -2.478 -0.363 0.78 0.05 0.58
H 0.800 -2.356 1.472 0.63 0.33 -0.07
H 0.454 1.868 0.149 -0.59 -1.90 0.82
H -0.117 -1.197 -2.612 0.06 -0.44 -1.08
```
Positions in Å, forces in eV/Å.

For each atom in turn, the natural (NBO) charge in e is: -0.371 -0.618 -0.406 -1.100 -1.043 1.305 0.192 0.183 0.198 0.189 0.188 0.180 0.235 0.239 0.242 0.390 -0.001



# 3
The following is a DFT calculation (wB97M-V/def2-TZVPD) of 2 unconnected molecules or ions with the total composition C4H11O3.

Values from the calculation:
Total charge   -1
HOMO-LUMO gap   5.832 eV

XYZ file:
```
18
Properties=species:S:1:pos:R:3:forces:R:3
C 0.734 -1.032 -1.390 2.26 1.25 -0.71
O 1.289 -2.191 -1.026 -1.06 -0.91 1.71
C -0.658 -0.443 -0.864 -2.01 -2.64 -0.70
C -0.980 1.005 -0.546 0.64 -0.35 -0.68
C -0.125 1.514 0.598 0.29 3.82 -1.13
O -0.711 1.771 1.853 -2.72 0.19 1.37
H 0.656 -1.167 -2.506 -0.42 1.31 0.10
H 1.521 -0.218 -1.139 -0.77 0.10 -0.61
H -0.974 -1.061 0.013 0.15 0.05 -0.58
H -1.333 -0.688 -1.752 0.25 -0.12 1.34
H -2.051 1.186 -0.298 0.50 -0.36 -0.24
H -0.783 1.484 -1.534 -0.01 0.59 0.96
H 0.668 0.865 0.886 0.91 -0.48 -0.50
H 0.267 2.572 0.239 -0.04 -1.99 0.62
H -1.690 2.004 1.877 2.01 -0.50 -0.73
H 1.896 -2.468 1.687 -0.94 2.11 0.95
H 0.755 -1.452 1.677 0.27 -0.06 -0.11
O 1.519 -1.682 2.226 0.68 -1.99 -1.06
```
Positions in Å, forces in eV/Å.

For each atom in turn, the natural (NBO) charge in e is: -0.014 -0.955 -0.451 -0.437 -0.051 -0.744 0.090 0.053 0.174 0.176 0.185 0.199 0.202 0.123 0.457 0.490 0.478 -0.977



# 4
The following is a DFT calculation (wB97M-V/def2-TZVPD) of a molecular structure, C4H11O3.

Values from the calculation:
Total charge   -1
HOMO-LUMO gap   6.474 eV

XYZ file:
```
18
Properties=species:S:1:pos:R:3:forces:R:3
C -2.822 -0.418 1.758 -0.14 -1.49 0.37
O -2.703 0.711 2.441 0.25 0.42 -0.64
C -1.445 -0.806 1.117 -0.38 1.10 -2.83
C -0.716 0.128 0.302 0.15 -0.94 0.45
C 0.790 0.059 0.191 -0.25 -0.84 -0.89
O 3.026 1.346 -1.459 -0.32 0.00 0.52
H -3.065 -1.300 2.434 0.07 0.13 -0.57
H -3.553 -0.511 0.907 -0.12 0.38 0.15
H -1.013 -1.793 1.037 0.68 -0.17 1.38
H -0.913 0.163 1.600 0.43 0.92 1.62
H -1.242 0.909 -0.255 -0.01 0.29 0.98
H 1.011 -0.743 -0.522 0.25 -0.04 -0.10
H 1.336 0.902 -0.212 -0.23 0.68 -0.60
H 1.343 -0.155 1.095 -0.47 -0.41 0.52
H 3.341 2.228 -1.666 -0.01 -0.12 -0.23
H 1.582 -0.454 -3.430 -0.19 0.37 0.02
H 2.628 0.286 -2.368 0.03 0.22 -0.37
O 2.413 -0.553 -2.971 0.27 -0.51 0.21
```
Positions in Å, forces in eV/Å.

For each atom in turn, the Löwdin charge in e is: -0.531 -0.295 -0.051 -0.044 -0.068 -0.456 0.092 0.094 0.133 0.173 0.150 0.091 0.042 0.089 -0.114 -0.033 -0.064 -0.209



# 5
The following is a DFT calculation (wB97M-V/def2-TZVPD) of 2 unconnected molecules or ions with the total composition C4H11OP.

Values from the calculation:
HOMO-LUMO gap   10.358 eV

XYZ file:
```
17
Properties=species:S:1:pos:R:3:forces:R:3
C 3.528 -0.429 0.390 0.46 -0.14 -0.50
C -2.338 1.441 -0.849 1.49 2.74 1.77
C 2.427 0.268 -0.410 1.99 1.19 -2.27
C -2.435 0.005 -0.750 0.68 -0.35 -1.37
O -3.074 -0.596 0.035 -1.56 -1.19 1.94
P 0.926 0.577 0.543 0.67 -0.73 2.49
H 4.497 -0.238 -0.135 -0.68 -1.09 -0.10
H 3.734 0.230 1.237 -0.47 -0.83 0.82
H 3.271 -1.535 0.574 0.81 1.83 0.17
H -2.837 1.875 -1.699 0.05 -0.09 -0.68
H -2.829 1.925 0.052 0.74 -0.56 -0.88
H -1.195 1.691 -0.868 -2.31 -0.08 -0.19
H 2.224 -0.290 -1.375 0.07 0.65 1.13
H 2.932 1.254 -0.732 -1.09 -1.23 0.30
H -1.840 -0.556 -1.460 0.52 -0.36 -0.75
H 0.111 0.177 -0.404 -1.76 -1.52 -1.63
H 0.477 1.805 0.189 0.39 1.78 -0.24
```
Positions in Å, forces in eV/Å.

For each atom in turn, the natural (NBO) charge in e is: -0.618 -0.735 -0.723 0.431 -0.509 0.354 0.213 0.211 0.219 0.246 0.235 0.232 0.228 0.229 0.092 -0.063 -0.043



# 6
The following is a DFT calculation (wB97M-V/def2-TZVPD) of 2 unconnected molecules or ions with the total composition C4H11OS.

Values from the calculation:
Total charge   -1
HOMO-LUMO gap   6.678 eV

XYZ file:
```
17
Properties=species:S:1:pos:R:3:forces:R:3
C 2.352 -1.083 -0.689 0.38 0.60 -0.38
C 2.006 0.310 -1.262 -0.23 -0.39 -0.15
S 0.303 0.437 -1.917 0.08 0.03 0.21
H 2.107 -1.128 0.367 -0.32 -0.21 0.16
H 1.833 -1.860 -1.249 -0.03 -0.01 0.12
H 3.434 -1.248 -0.766 0.03 -0.13 0.03
H 2.682 0.538 -2.089 0.13 -0.01 0.06
H 2.185 1.052 -0.481 0.00 0.13 0.00
H -1.247 1.254 -0.524 -0.08 -0.03 -0.49
C -2.506 0.629 0.824 -0.39 0.35 0.25
O -2.150 1.506 -0.213 0.13 -0.08 0.24
C -1.381 -0.238 1.347 -0.32 -0.32 0.25
H -2.926 1.233 1.647 0.14 -0.01 -0.03
H -3.331 -0.032 0.520 0.02 0.01 -0.18
H -0.464 0.325 1.505 0.10 0.07 -0.13
H -1.700 -0.630 2.321 0.11 -0.17 -0.10
H -1.197 -1.065 0.657 0.25 0.18 0.14
```
Positions in Å, forces in eV/Å.

For each atom in turn, the natural (NBO) charge in e is: -0.619 -0.516 -0.691 0.186 0.208 0.169 0.171 0.169 0.502 -0.040 -0.781 -0.638 0.130 0.133 0.211 0.181 0.226



# 7
The following is a DFT calculation (wB97M-V/def2-TZVPD) of a molecular structure, C4H11OS.

Values from the calculation:
Total charge   +1
HOMO-LUMO gap   12.923 eV

XYZ file:
```
17
Properties=species:S:1:pos:R:3:forces:R:3
C 2.152 1.235 -0.019 -0.48 -5.16 -3.30
C -1.982 -0.643 -0.891 0.76 4.19 0.05
C -0.327 -0.871 1.507 -4.07 -2.38 -2.88
C 0.736 0.199 -0.800 1.28 5.13 2.04
O -1.224 1.618 0.446 -0.19 0.17 0.55
S -0.792 0.292 0.142 1.37 -1.83 -0.76
H 2.680 1.854 -0.745 -0.16 -0.77 -0.44
H 1.780 1.865 0.644 -2.14 2.56 3.21
H 2.739 0.415 0.459 -0.21 0.99 -0.57
H -1.488 -1.008 -1.701 1.88 -1.28 -2.16
H -2.708 0.035 -1.331 -0.17 0.39 0.56
H -2.394 -1.379 -0.367 -1.85 -2.95 2.36
H 0.469 -0.541 1.983 3.54 2.26 2.40
H 0.030 -1.859 1.067 -0.94 1.21 0.10
H -1.206 -1.025 2.158 0.48 0.13 -0.27
H 1.003 -0.780 -0.783 0.98 -2.87 -0.18
H 0.532 0.593 -1.769 -0.09 0.20 -0.73
```
Positions in Å, forces in eV/Å.

For each atom in turn, the natural (NBO) charge in e is: -0.491 -0.780 -0.789 -0.636 -0.830 1.786 0.246 0.201 0.222 0.254 0.289 0.250 0.248 0.269 0.276 0.226 0.257



# 8
The following is a DFT calculation (wB97M-V/def2-TZVPD) of 2 unconnected molecules or ions with the total composition C4H11PS.

Values from the calculation:
HOMO-LUMO gap   8.442 eV

XYZ file:
```
17
Properties=species:S:1:pos:R:3:forces:R:3
C 0.009 -1.373 0.905 -3.81 -0.70 -1.82
C -1.179 0.775 0.534 -1.41 -0.68 0.31
C -0.348 -0.333 -1.567 -1.83 0.22 -1.22
C -0.166 -0.165 -0.083 1.04 -0.82 0.40
P 1.478 0.692 -0.017 0.76 2.41 0.32
S 3.090 -0.100 -0.797 -0.95 0.39 0.05
H 0.450 -2.287 0.575 0.42 -0.38 -0.85
H 0.582 -1.028 1.661 1.75 0.90 2.87
H -1.019 -1.674 1.358 1.59 0.62 -0.84
H -2.194 0.207 0.788 2.06 1.35 -0.87
H -1.284 1.618 -0.173 -0.51 -0.17 0.72
H -0.774 1.112 1.498 -0.31 0.23 -0.14
H -0.486 0.752 -1.878 0.73 -1.25 -0.47
H 0.496 -0.888 -2.121 -1.55 0.94 0.87
H -1.408 -0.705 -1.769 1.50 -0.27 -0.01
H 1.553 0.687 1.373 0.29 0.57 0.36
H 1.200 2.709 -0.289 0.23 -3.35 0.32
```
Positions in Å, forces in eV/Å.

For each atom in turn, the natural (NBO) charge in e is: -0.604 -0.619 -0.648 -0.343 0.832 -0.511 0.233 0.204 0.214 0.229 0.224 0.217 0.213 0.256 0.222 -0.065 -0.053



# 9
The following is a DFT calculation (wB97M-V/def2-TZVPD) of a single C4H11PS2 molecule.

Values from the calculation:
HOMO-LUMO gap   8.091 eV

XYZ file:
```
18
Properties=species:S:1:pos:R:3:forces:R:3
C 2.347 1.676 -0.725 -1.78 -1.42 -2.18
C 1.033 -1.000 -0.984 -0.82 -2.35 -0.45
C 0.544 0.539 1.557 1.93 -0.79 -2.72
C -2.550 -1.211 0.299 -1.12 2.71 0.96
P 0.974 0.692 -0.285 0.26 0.34 0.75
S -2.480 0.660 0.506 0.05 0.04 -0.94
S -1.098 1.117 -0.956 -0.15 0.85 -0.15
H 2.303 2.707 -0.469 -0.11 0.76 1.00
H 2.312 1.739 -1.882 0.39 -0.68 1.52
H -0.034 -1.422 -1.016 1.50 0.93 0.00
H 1.428 -1.185 -2.030 -0.28 0.94 1.17
H 1.538 -1.775 -0.359 0.12 0.98 -0.14
H -0.296 -0.097 1.557 -0.71 -0.90 0.43
H 1.397 0.187 2.104 0.30 -0.27 0.29
H 0.248 1.483 1.858 -0.54 1.93 0.72
H -1.900 -1.332 -0.521 0.69 -0.86 -0.57
H -3.593 -1.431 0.042 0.44 -0.46 0.49
H -2.173 -1.349 1.304 -0.17 -1.74 -0.20
```
Positions in Å, forces in eV/Å.

For each atom in turn, the natural (NBO) charge in e is: -1.101 -0.995 -0.888 -0.710 1.306 0.051 -0.271 0.225 0.222 0.240 0.271 0.250 0.230 0.242 0.243 0.222 0.234 0.227



# 10
The following is a DFT calculation (wB97M-V/def2-TZVPD) of 2 unconnected molecules or ions with the total composition C4H11S.

Values from the calculation:
Total charge   -1
HOMO-LUMO gap   6.146 eV

XYZ file:
```
16
Properties=species:S:1:pos:R:3:forces:R:3
C -0.259 1.492 -1.757 1.59 1.65 1.26
C -0.355 0.407 -2.850 -0.63 -0.34 1.11
H -0.535 2.616 -2.009 0.07 -2.44 -0.04
H -0.641 1.291 -0.720 0.07 -0.05 -1.12
H 0.855 1.574 -1.541 -1.22 0.07 -0.12
H -1.337 -0.101 -2.936 0.39 0.37 0.17
H 0.416 -0.398 -2.721 -0.63 0.85 -0.05
H -0.193 0.954 -3.742 0.35 0.03 -1.40
C 0.415 -2.131 1.016 0.18 -0.90 -2.64
C -0.475 -0.887 0.933 1.25 1.36 -1.71
S 0.359 0.614 1.592 0.01 -0.13 0.06
H 1.417 -1.923 0.459 -1.57 -0.28 1.23
H 0.599 -2.569 2.014 -0.11 0.57 -0.41
H -0.111 -2.922 0.353 0.81 0.62 1.07
H -0.816 -0.666 -0.180 0.73 -0.79 1.94
H -1.356 -0.967 1.500 -1.29 -0.59 0.67
```
Positions in Å, forces in eV/Å.

For each atom in turn, the natural (NBO) charge in e is: -0.650 -0.620 0.179 0.268 0.217 0.189 0.206 0.190 -0.616 -0.524 -0.733 0.200 0.198 0.160 0.155 0.180



Values of ΔE to the lowest compared entry with this formula, charge and spin, in order: 1.037 1.785 2.653 5.341 2.460 0.359 1.764 2.528 2.532 1.386, all in eV.
Values of calculated total energy, in order: -27486.229 -13688.168 -10467.026 -10464.339 -15660.400 -17209.837 -17198.798 -24447.843 -35283.562 -15161.418, all in eV.